This record from the Open Molecules 2025 dataset describes a gas-phase ion, HN2O3S (charge -1) at a distorted geometry. The level of theory is ωB97M-V/def2-TZVPD.

XYZ file:
```
7
Properties=species:S:1:pos:R:3:nbo_charge:R:1
N 0.429 -0.520 1.153 -0.044
N 0.974 -0.485 -0.084 0.514
O 0.614 0.139 -1.078 -0.475
O 1.828 -1.416 -0.205 -0.541
O -0.441 0.352 1.347 -0.379
S -1.949 0.637 -0.034 -0.188
H -1.455 1.293 -1.100 0.113
```

Computed properties:
charge	-1
energy above the lowest of the compared OMol25 structures with the same formula, charge and spin	7.256	eV
structure (SMILES)	[O-][N+]([O-])=NOS
highest occupied orbital energy (alpha / beta)	-3.45 / -3.75	eV
F_max	0.071	Eh/bohr
LUMO level (alpha / beta)	0.1251 / 0.1224	Ha
frontier orbital gap (alpha / beta)	0.252 / 0.260	Ha
total energy	-19969.0615	eV

---

This record from the Open Molecules 2025 dataset describes 2 unconnected molecules or ions with the total composition HN2O3S at a distorted geometry. The level of theory is ωB97M-V/def2-TZVPD.

XYZ file:
```
7
Properties=species:S:1:pos:R:3:nbo_charge:R:1
N -0.261 -1.005 -0.973 -0.288
N -0.690 -0.166 -0.257 -0.036
O -2.699 0.610 -0.804 -0.658
O 0.841 1.846 0.699 -0.948
O 1.580 -0.482 0.875 -1.017
S 0.514 0.503 1.171 1.592
H 0.715 -1.306 -0.711 0.355
```

Computed properties:
charge	-1
energy above the lowest of the compared OMol25 structures with the same formula, charge and spin	6.950	eV
highest occupied orbital energy (alpha / beta)	-4.71 / -4.27	eV
F_max	0.049	Eh/bohr
LUMO level (alpha / beta)	0.0869 / 0.1402	Ha
frontier orbital gap (alpha / beta)	0.260 / 0.297	Ha
total energy	-19969.3680	eV

---

This record from the Open Molecules 2025 dataset describes a gas-phase ion, HN2O6S (charge +1) at a distorted geometry. The level of theory is ωB97M-V/def2-TZVPD.

XYZ file:
```
10
Properties=species:S:1:pos:R:3:nbo_charge:R:1
N 0.911 1.071 1.430 0.027
N 0.505 2.054 1.014 0.553
O -0.020 -0.165 2.093 0.115
O -0.195 -1.746 0.565 0.050
O -0.814 -0.686 1.273 0.194
O 0.130 3.034 0.595 -0.074
O -0.760 -1.786 -0.727 -0.366
O 0.724 0.289 -1.459 -0.886
S 0.341 -1.058 -1.923 1.306
H -0.822 -1.007 -2.862 0.080
```

Computed properties:
charge	+1
energy above the lowest of the compared OMol25 structures with the same formula, charge and spin	0.000	eV
highest occupied orbital energy (alpha / beta)	-14.94 / -14.94	eV
F_max	0.042	Eh/bohr
LUMO level (alpha / beta)	-0.3194 / -0.3193	Ha
frontier orbital gap (alpha / beta)	0.230 / 0.230	Ha
total energy	-26093.3817	eV

---

This record from the Open Molecules 2025 dataset describes a molecular structure, HN3 at a distorted geometry. The level of theory is ωB97M-V/def2-TZVPD.

XYZ file:
```
4
Properties=species:S:1:pos:R:3:nbo_charge:R:1
N 0.812 -0.507 0.363 0.051
N 0.765 0.655 0.046 0.044
N -0.254 -0.114 -0.554 -0.374
H -1.322 -0.034 0.144 0.279
```

Computed properties:
energy above the lowest of the compared OMol25 structures with the same formula, charge and spin	2.613	eV
highest occupied orbital energy	-10.61	eV
F_max	0.117	Eh/bohr
LUMO level	0.0074	Ha
frontier orbital gap	0.397	Ha
total energy	-4481.9690	eV

---

This record from the Open Molecules 2025 dataset describes 2 unconnected molecules or ions with the total composition HN3O at a distorted geometry. The level of theory is ωB97M-V/def2-TZVPD.

XYZ file:
```
5
Properties=species:S:1:pos:R:3:nbo_charge:R:1
N 2.171 0.622 0.079 0.010
N 1.142 0.500 -0.235 -0.021
N -0.876 -0.402 0.468 -0.154
O -1.209 -1.332 -0.242 -0.187
H -1.228 0.612 -0.071 0.352
```

Computed properties:
energy above the lowest of the compared OMol25 structures with the same formula, charge and spin	0.593	eV
2S+1	3
highest occupied orbital energy (alpha / beta)	-8.59 / -13.46	eV
F_max	0.078	Eh/bohr
LUMO level (alpha / beta)	0.0438 / -0.0500	Ha
frontier orbital gap (alpha / beta)	0.360 / 0.445	Ha
total energy	-6530.5415	eV

---

This record from the Open Molecules 2025 dataset describes 2 unconnected molecules or ions with the total composition HN3O at a distorted geometry. The level of theory is ωB97M-V/def2-TZVPD.

XYZ file:
```
5
Properties=species:S:1:pos:R:3:nbo_charge:R:1
N -1.443 -0.688 3.115 0.002
N -0.506 -0.703 2.494 -0.008
N -0.461 0.273 -0.087 -0.175
O -1.672 0.332 -0.309 -0.158
H -0.163 -0.550 -0.484 0.339
```

Computed properties:
energy above the lowest of the compared OMol25 structures with the same formula, charge and spin	0.112	eV
2S+1	3
highest occupied orbital energy (alpha / beta)	-9.17 / -13.80	eV
F_max	0.096	Eh/bohr
LUMO level (alpha / beta)	0.0549 / -0.0443	Ha
frontier orbital gap (alpha / beta)	0.392 / 0.463	Ha
total energy	-6531.0226	eV

---

What is the formula in the first record?
HN2O3S

---

What is the F_max in the fifth record?
0.078 Eh/bohr